# 1
C31H35ClN2ScSi2 | ωB97M-V with the def2-TZVPD basis set

Its HOMO-LUMO gap (spin up / spin down) is 6.81 / 5.10 eV. The total charge is +1. As for the HOMO energy (spin up / spin down): -9.858 / -8.673 eV. The LUMO energy (spin up / spin down) comes out at -3.0437 / -3.5783 eV.

Geometry as XYZ:
```
72
Properties=species:S:1:pos:R:3:forces:R:3
C 1.466926 1.031689 -0.961300 0.513 -0.244 -1.132
C 2.560333 0.126036 -1.129489 -0.623 0.317 -0.325
C 2.115244 -0.945606 -1.970695 -0.455 0.606 -0.257
H 3.567319 0.270873 -0.741157 -0.313 -0.137 -0.038
C 0.756925 -0.677909 -2.348592 0.714 0.871 -0.181
C 0.342587 0.525013 -1.702623 1.060 0.140 -0.851
H -0.629731 1.002274 -1.831967 0.347 -0.227 0.176
H 1.523990 1.990928 -0.444533 -0.007 -0.432 -0.124
H 2.737698 -1.745509 -2.361812 -0.177 0.046 0.228
H 0.166716 -1.244664 -3.062079 0.058 0.003 0.461
Sc 0.759859 -1.007024 -0.022530 -1.602 -0.549 1.802
Si 2.416639 -5.747770 -1.298581 1.811 -3.266 0.414
C 2.985921 -6.894843 0.149070 0.352 0.190 0.090
C 2.198139 -8.006856 0.509829 0.077 0.096 0.212
H 1.226863 -8.171455 0.023585 0.430 0.014 0.113
C 2.625989 -8.916468 1.482974 -0.226 0.130 -0.225
H 2.000689 -9.776215 1.718121 0.101 0.169 -0.022
C 3.844791 -8.742328 2.137011 -0.051 0.321 -0.297
H 4.178539 -9.456281 2.889348 -0.076 0.205 -0.176
C 4.633306 -7.645859 1.790947 0.095 0.187 -0.116
H 5.583491 -7.487393 2.296599 -0.099 -0.056 -0.119
C 4.226305 -6.741727 0.798715 -0.467 -0.133 0.197
H 4.862960 -5.889224 0.543814 -0.109 -0.313 0.092
C 2.054656 -7.178505 -2.513542 -0.431 -0.253 -0.789
C 2.996871 -8.230025 -2.630945 -0.211 -0.076 0.183
H 3.984703 -8.133232 -2.168788 -0.358 -0.033 -0.101
C 2.673273 -9.441001 -3.251624 -0.120 0.093 -0.104
H 3.393626 -10.260568 -3.263959 -0.093 0.310 0.007
C 1.416583 -9.634650 -3.842177 0.098 0.626 0.257
H 1.149981 -10.592007 -4.300015 0.122 0.406 0.156
C 0.515551 -8.565493 -3.826842 -0.021 -0.239 -0.139
H -0.459417 -8.683399 -4.307934 0.299 0.099 0.174
C 0.831823 -7.362066 -3.184585 0.023 -0.086 0.277
H 0.082721 -6.565262 -3.153186 0.219 -0.428 -0.128
H 3.615104 -5.064468 -1.848951 0.111 0.388 0.110
Si -0.859344 -5.723322 0.349887 2.075 0.919 -0.722
C -0.842286 -4.946028 -1.357109 -0.179 -0.052 -0.621
C 0.253598 -4.374825 -2.040008 -0.084 0.983 0.063
H 1.305487 -4.315681 -1.551273 -1.908 0.270 -0.590
C 0.129504 -3.806851 -3.308582 0.025 -0.288 0.177
H 1.013422 -3.381461 -3.789860 -0.267 -0.118 0.066
C -1.108074 -3.800463 -3.950029 0.081 -0.085 0.365
H -1.206602 -3.334858 -4.924730 -0.073 -0.133 0.046
C -2.203987 -4.380302 -3.309817 -0.212 -0.106 -0.059
H -3.176512 -4.393666 -3.805109 0.288 0.011 0.123
C -2.076357 -4.960774 -2.046759 0.658 0.142 -0.040
H -2.930950 -5.438726 -1.572594 0.002 0.184 -0.140
C 0.537059 -4.907743 1.364728 -0.184 -0.127 0.368
C 1.317237 -3.815671 0.934984 0.372 -0.369 0.069
H 0.971632 -3.240789 0.055774 0.195 -0.623 0.242
C 2.563548 -3.546517 1.511250 -0.277 0.097 -0.106
H 3.223157 -2.792049 1.069519 -0.166 -0.124 0.154
C 2.985647 -4.265851 2.624554 0.386 0.169 0.039
H 3.957735 -4.039499 3.084961 -0.464 -0.219 -0.270
C 2.186425 -5.284790 3.123962 -0.246 -0.218 0.362
H 2.537386 -5.882779 3.968229 -0.149 0.239 -0.227
C 0.973436 -5.603118 2.510970 0.484 0.270 -0.404
H 0.407751 -6.462958 2.867059 0.111 0.159 -0.043
H -2.109865 -5.475015 0.941999 -1.485 0.066 0.652
Cl -1.385280 -1.919631 -0.061830 -0.103 0.012 0.014
N 1.339790 -0.889836 2.172726 0.360 0.484 0.304
C 0.198330 -0.525755 3.080053 0.301 -0.552 0.087
C -0.441282 0.745527 2.566950 -0.250 0.351 -0.328
N -0.371454 0.794006 1.070215 -0.053 0.543 0.357
H 1.992240 -1.531909 2.634777 -0.468 0.081 -0.230
H 1.889012 -0.044427 1.975901 0.022 -0.002 0.567
H -0.531722 -1.346356 3.089176 0.366 0.079 -0.151
H 0.571693 -0.387693 4.105155 -0.214 -0.007 -0.270
H -1.489734 0.809653 2.881996 0.351 0.018 0.109
H 0.098452 1.612164 2.967524 -0.180 -0.119 -0.110
H -1.305297 0.755872 0.662552 0.112 -0.236 0.149
H -0.010873 1.711490 0.796504 -0.223 -0.449 0.170
```
Positions in Å, forces in eV/Å.

---

# 2
C31H35CoN5O4S | ωB97M-V with the def2-TZVPD basis set

Its HOMO-LUMO gap (spin up / spin down) is 7.24 / 7.27 eV. The spin multiplicity is 2. The total charge is +2. As for the HOMO energy (spin up / spin down): -13.736 / -13.727 eV. The LUMO energy (spin up / spin down) comes out at -6.4934 / -6.4590 eV.

Geometry as XYZ:
```
77
Properties=species:S:1:pos:R:3:forces:R:3
Co -0.152633 0.293985 0.256854 0.815 -0.617 -0.764
C -0.623140 -4.202752 -0.854527 0.054 0.002 0.017
N 0.700863 -3.633282 -0.585434 -0.017 -0.089 0.011
C 1.806675 -4.592108 -0.574636 -0.078 0.017 0.000
C 0.825529 -2.351920 -0.279604 0.166 -0.047 -0.169
O -0.166761 -1.598295 -0.237292 -0.166 0.132 0.208
C 2.222635 -1.817342 0.022156 -0.064 0.038 0.071
O 2.179716 -0.451639 0.394295 -0.018 0.023 -0.001
C 2.948304 0.422987 -0.408629 -0.046 0.067 0.060
C 2.101218 0.925747 -1.574381 0.177 -0.023 -0.089
O 0.892968 0.634708 -1.585549 -0.303 0.118 -0.024
N 2.693442 1.617952 -2.537616 -0.040 0.055 0.055
C 1.945621 2.035786 -3.724473 0.044 0.025 0.057
C 4.088056 2.057841 -2.467596 -0.047 -0.075 -0.064
H -0.549688 -4.863714 -1.715514 0.006 -0.003 -0.008
H -1.334019 -3.411080 -1.060512 0.003 0.033 0.000
H -0.965682 -4.780399 0.005109 0.019 -0.005 0.003
H 1.774754 -5.181943 -1.488538 -0.007 0.015 -0.025
H 1.708063 -5.268927 0.274938 -0.012 0.009 0.007
H 2.772175 -4.101558 -0.521368 -0.007 0.000 -0.011
H 2.860212 -1.966557 -0.851305 0.010 -0.006 -0.022
H 2.648621 -2.379724 0.854908 0.043 -0.030 0.008
H 3.852215 -0.067311 -0.771868 0.054 -0.010 0.027
H 3.247247 1.255263 0.229287 0.018 0.027 0.014
H 1.039084 1.447430 -3.812538 -0.019 -0.029 0.014
H 2.569628 1.876828 -4.602178 -0.001 -0.011 -0.004
H 1.690925 3.095033 -3.662361 0.018 -0.008 0.022
H 4.458999 2.048455 -1.447318 0.000 0.008 -0.004
H 4.145051 3.081648 -2.831255 -0.010 0.021 0.006
H 4.729157 1.434327 -3.091561 -0.020 -0.020 -0.012
C -1.851124 5.433881 -1.094128 0.012 -0.026 -0.004
C -1.979951 5.339947 0.287787 -0.017 0.047 -0.053
C -1.461423 4.252197 0.961402 0.098 -0.169 0.120
C -0.798913 3.251771 0.246146 0.199 0.270 -0.334
C -0.702493 3.323465 -1.140002 -0.018 -0.075 0.050
C -1.227330 4.417238 -1.805306 0.003 0.069 -0.030
N -0.242796 2.120796 0.916210 -0.679 0.176 -0.236
N -0.076587 2.284213 2.133148 0.103 0.031 0.684
C 0.160431 1.091451 2.838896 0.145 -0.045 0.167
C 0.508496 1.152217 4.170543 0.063 0.243 0.166
C 0.671031 -0.037413 4.863731 0.019 0.052 0.080
C 0.462572 -1.233309 4.199933 -0.017 -0.072 -0.049
C 0.106880 -1.202555 2.860414 -0.044 -0.141 0.022
N -0.036316 -0.062374 2.191782 -0.177 0.068 -0.010
H -2.244662 6.296793 -1.616433 -0.028 -0.045 0.014
H -2.492647 6.117502 0.839063 0.020 -0.026 -0.008
H -1.577578 4.154718 2.031214 0.016 0.062 -0.003
H -0.240291 2.515407 -1.684497 0.060 -0.025 -0.034
H -1.154542 4.476773 -2.883954 0.003 0.003 0.027
H 0.640936 2.122790 4.630686 -0.007 -0.073 0.029
H 0.942877 -0.031495 5.911021 0.005 0.025 -0.026
H 0.564475 -2.181267 4.710135 -0.023 0.019 -0.031
H -0.088114 -2.112599 2.307545 -0.007 0.022 -0.002
O -1.937705 0.608603 -0.566663 -0.476 0.081 0.185
S -2.778361 0.320566 -1.794735 0.119 -0.130 -0.152
C -3.788740 1.766363 -1.990543 0.060 0.008 0.030
C -3.976933 2.253552 -3.273940 -0.012 -0.005 -0.009
C -4.753491 3.393149 -3.449132 0.000 0.000 0.020
C -5.305260 4.028201 -2.346265 0.015 0.003 -0.020
C -5.091710 3.532538 -1.062028 0.013 -0.017 0.021
C -4.331406 2.391211 -0.875353 -0.050 0.049 0.008
C -4.003692 -0.856700 -1.249983 0.053 0.023 0.051
C -4.884246 -1.369425 -2.192621 -0.003 0.023 -0.033
C -5.835453 -2.290206 -1.784855 -0.026 -0.022 -0.006
C -5.889728 -2.692564 -0.454930 0.035 0.004 0.019
C -4.996187 -2.174259 0.472510 0.008 0.008 -0.006
C -4.037321 -1.248628 0.077298 -0.065 -0.044 -0.002
H -3.527225 1.752095 -4.123941 -0.017 0.022 0.030
H -4.922216 3.782180 -4.444175 -0.002 0.005 0.008
H -5.907718 4.917286 -2.485305 0.013 -0.035 0.009
H -5.528106 4.033982 -0.207302 0.009 -0.008 -0.032
H -4.157758 1.990289 0.116869 -0.005 0.010 -0.047
H -4.837770 -1.047561 -3.228017 0.002 -0.026 0.046
H -6.535447 -2.695832 -2.503983 0.028 0.013 0.021
H -6.629936 -3.417093 -0.142032 -0.006 0.026 -0.006
H -5.047971 -2.484856 1.508680 0.000 -0.002 -0.040
H -3.330787 -0.832977 0.783312 0.003 0.007 -0.011
```
Positions in Å, forces in eV/Å.

---

# 3
C31H36BaN6O6Si2 | ωB97M-V with the def2-TZVPD basis set

Its HOMO-LUMO gap is 6.21 eV. The total charge is -2. As for the HOMO energy: -2.097 eV. The LUMO energy comes out at 4.1171 eV.

Geometry as XYZ:
```
82
Properties=species:S:1:pos:R:3:forces:R:3
Ba 0.368547 0.637923 -1.025471 -0.003 -0.248 0.496
O -0.056839 0.963159 -5.715616 -0.007 -0.020 -0.035
C -0.269850 0.781596 -4.502050 -0.015 0.043 0.080
N -0.211958 1.612349 -3.463268 0.016 0.124 -0.282
C 0.031642 2.991807 -3.665236 -0.043 -0.027 -0.094
C 0.064717 3.590393 -4.936508 0.010 -0.071 0.026
C 0.246531 4.951581 -5.116593 0.010 0.066 0.039
C 0.410490 5.767814 -4.013667 -0.005 -0.009 -0.080
C 0.383779 5.212044 -2.745697 0.009 -0.051 0.073
C 0.187176 3.838458 -2.525392 -0.028 0.076 0.018
N 0.041985 3.279577 -1.233511 0.053 0.372 -0.095
C 0.237892 4.031898 -0.150744 0.011 -0.031 -0.029
O 0.730872 5.166541 -0.010007 -0.009 0.002 0.021
C -0.286741 3.416887 1.145420 -0.059 -0.041 0.070
C -0.434038 4.251596 2.253606 0.019 0.034 -0.028
C -1.001527 3.749632 3.408700 -0.012 -0.041 -0.012
C -1.388657 2.416016 3.444158 0.018 0.057 0.019
C -1.164531 1.645942 2.317373 0.006 -0.136 -0.067
N -0.635129 2.131151 1.193725 -0.026 -0.001 -0.010
C -0.702826 -0.650414 -4.168216 0.009 -0.100 -0.006
C -0.901240 -1.527190 -5.236532 0.007 0.054 -0.013
C -1.334213 -2.813780 -4.990530 -0.005 -0.003 0.014
C -1.562103 -3.208295 -3.678969 0.003 -0.012 -0.036
C -1.326053 -2.288419 -2.675431 -0.001 0.013 0.023
N -0.901378 -1.042286 -2.908630 -0.100 -0.052 0.050
H -0.050934 2.954579 -5.795215 0.002 -0.010 0.001
H 0.268255 5.358245 -6.122338 -0.001 0.003 -0.001
H 0.567155 6.835684 -4.125618 -0.001 0.002 0.001
H 0.519794 5.845415 -1.887440 0.003 -0.003 0.005
H -0.104697 5.275319 2.154469 -0.001 0.002 0.008
H -1.144435 4.389175 4.272422 0.000 -0.001 0.003
H -1.842465 1.974640 4.322083 0.001 -0.006 0.000
H -1.397859 0.584808 2.290613 0.027 0.038 0.010
H -0.704502 -1.148832 -6.228514 -0.003 -0.013 0.000
H -1.494464 -3.504474 -5.810571 -0.002 -0.003 0.002
H -1.906235 -4.203990 -3.432272 0.000 0.003 0.012
H -1.489001 -2.549668 -1.634285 0.013 -0.006 0.005
C 1.618103 0.188841 3.484810 -0.004 0.012 -0.029
C 2.687591 0.231777 2.452184 0.043 0.053 0.031
N 2.500329 0.245935 1.152406 -0.013 -0.004 0.057
C 3.753790 0.238419 0.584996 -0.235 0.123 0.025
C 4.707848 0.247398 1.564011 0.133 -0.027 -0.170
N 4.012473 0.244506 2.742332 -0.004 -0.055 0.023
C 6.195284 0.234122 1.548156 -0.058 -0.065 0.090
O 6.746215 0.228133 0.379940 0.216 0.047 0.268
O 6.787672 0.219269 2.620724 0.033 0.024 -0.006
C 3.905976 0.184293 -0.898321 0.022 0.006 -0.080
O 5.091709 0.186318 -1.355277 -0.236 -0.007 -0.182
O 2.866767 0.129075 -1.572936 0.323 0.018 -0.135
H 0.749995 -0.322380 3.067328 -0.023 0.006 0.005
H 1.315235 1.195025 3.780458 -0.009 0.004 -0.006
H 1.955568 -0.348756 4.372298 -0.004 -0.004 -0.001
H 4.463604 0.220005 3.641959 -0.002 0.005 0.003
H 5.975175 0.227698 -0.448520 0.034 -0.056 -0.020
C 0.254021 -3.595670 2.863700 -0.001 0.015 0.014
Si -0.222317 -3.165131 1.077424 0.037 -0.026 -0.029
C 1.360476 -2.845438 0.095645 -0.034 0.021 0.059
C -0.833537 -4.843243 0.392865 -0.042 0.022 -0.012
C -1.366255 -1.779693 0.992581 0.115 0.008 0.078
Si -2.968683 -1.708611 1.803196 -0.029 0.002 0.002
C -4.051584 -3.275429 1.711139 0.004 -0.021 -0.036
C -2.875071 -1.422694 3.686076 0.064 0.027 -0.001
C -4.050148 -0.333152 1.078817 -0.001 -0.019 0.013
H 0.969307 -4.422525 2.909932 -0.004 -0.001 -0.021
H -0.637021 -3.896205 3.424444 0.008 0.005 0.016
H 0.690202 -2.733603 3.374896 -0.004 -0.016 -0.001
H 2.022694 -3.715910 0.101119 0.001 -0.008 -0.003
H 1.915896 -1.992635 0.492272 -0.018 -0.053 -0.042
H 1.124310 -2.633216 -0.952956 0.025 0.000 -0.030
H -0.090736 -5.637940 0.522235 0.016 0.014 -0.001
H -1.055584 -4.764274 -0.676353 0.013 -0.006 0.002
H -1.755200 -5.154983 0.890996 -0.015 -0.013 0.013
H -1.351323 -1.253759 0.037136 -0.219 -0.031 -0.085
H -3.536235 -4.128193 2.162697 0.010 -0.012 0.010
H -4.261494 -3.537441 0.669976 -0.001 0.001 0.007
H -5.005419 -3.147550 2.234497 0.001 0.017 -0.002
H -2.342735 -2.255511 4.156168 -0.004 0.008 0.009
H -3.864660 -1.352967 4.148898 -0.020 -0.018 -0.027
H -2.322749 -0.511005 3.930423 -0.018 -0.021 0.016
H -4.077520 -0.425317 -0.010671 -0.016 0.013 -0.002
H -3.670779 0.663758 1.314464 0.021 0.001 -0.013
H -5.078355 -0.398222 1.447586 0.002 0.008 0.009
```
Positions in Å, forces in eV/Å.

---

We obtain E values of -84667.0225 -96804.8390 -70415.6385 eV for the records listed above, in that order.
We obtain relative energy (zero: lowest compared OMol25 entry of this formula, charge and spin) values of 0.0 22.9 61.1 kJ/mol for the records listed above, in that order.